# 1
C42H108BCdFN10O11 as an isolated structure at a distorted geometry, computed with wB97M-V/def2-TZVPD.

Last column: Mulliken charge in e.
Positions of all 174 atoms, in Å:
1 Cd -0.112 -0.943 0.854  4.6350
2 F -2.068 -0.440 1.362  -0.7593
3 B 0.180 0.107 -1.262  6.7946
4 H -0.343 -0.836 -1.307  -1.3051
5 H 1.244 -0.036 -1.368  -3.0542
6 H -0.235 0.726 -2.042  -0.4628
7 H -0.033 0.632 -0.344  -2.0713
8 C 2.650 -3.768 -0.778  -1.0297
9 C 1.377 -2.938 -0.491  2.4334
10 C 0.219 -3.722 0.121  -1.3471
11 O -0.760 -2.793 0.445  0.1735
12 C -2.080 -3.167 0.038  -0.8477
13 N 1.764 -1.853 0.457  1.2337
14 H 2.970 -4.209 0.166  -0.0782
15 H 3.491 -3.211 -1.189  0.1616
16 H 2.576 -4.533 -1.551  0.4662
17 H 1.029 -2.502 -1.428  -1.3469
18 H 0.586 -4.103 1.075  -0.1879
19 H -0.002 -4.567 -0.531  0.6971
20 H -2.604 -2.370 -0.490  -0.1880
21 H -2.627 -3.551 0.899  0.2530
22 H -2.063 -3.966 -0.704  0.4550
23 H 2.569 -1.422 0.026  -0.4117
24 H 2.207 -2.324 1.234  -0.9090
25 C 1.139 3.718 -0.542  -1.5107
26 C 2.644 3.169 -0.467  0.9854
27 C 3.646 4.010 0.307  -0.9483
28 O 3.890 5.209 -0.492  -0.3400
29 C 4.998 5.975 -0.110  -0.8168
30 N 2.604 1.799 0.091  0.4117
31 H 0.594 3.004 -1.161  0.1558
32 H 1.147 4.752 -0.886  0.5034
33 H 0.757 3.733 0.478  0.3373
34 H 2.927 3.092 -1.517  0.1560
35 H 4.542 3.426 0.517  0.4475
36 H 3.268 4.393 1.255  0.4710
37 H 4.885 6.437 0.871  0.3129
38 H 4.988 6.819 -0.799  0.2692
39 H 5.975 5.494 -0.159  0.2894
40 H 3.504 1.352 -0.008  -0.2296
41 H 2.050 1.216 -0.520  -0.1323
42 C -1.709 3.466 4.407  -1.6792
43 C -2.495 3.180 3.125  1.0315
44 C -2.784 4.508 2.358  -0.8308
45 O -3.857 5.212 3.003  -0.3443
46 C -4.287 6.438 2.430  -0.8244
47 N -1.714 2.299 2.295  0.1093
48 H -1.578 2.592 5.046  0.2317
49 H -2.184 4.231 5.020  0.4862
50 H -0.802 3.963 4.063  0.3727
51 H -3.467 2.806 3.447  -0.0991
52 H -2.946 4.397 1.286  0.3522
53 H -1.883 5.117 2.299  0.4183
54 H -3.578 7.199 2.754  0.3168
55 H -5.281 6.803 2.687  0.2764
56 H -4.289 6.513 1.343  0.3013
57 H -2.092 2.286 1.358  0.1269
58 H -2.067 1.389 2.552  -0.5063
59 C 2.743 -6.194 2.986  -1.2049
60 C 3.201 -5.149 4.097  0.4416
61 C 2.496 -3.732 3.929  -1.0163
62 O 3.006 -3.020 2.819  -0.3453
63 C 4.417 -2.730 2.885  -1.0985
64 N 2.815 -5.645 5.391  -0.7764
65 H 2.947 -7.222 3.285  0.4077
66 H 3.122 -5.938 1.997  0.2419
67 H 1.666 -6.069 2.875  0.2479
68 H 4.273 -4.966 4.015  0.4546
69 H 2.685 -3.105 4.801  0.4207
70 H 1.415 -3.852 3.991  0.2704
71 H 4.611 -1.727 2.506  0.1462
72 H 4.990 -3.535 2.426  0.2951
73 H 4.787 -2.713 3.910  0.4512
74 H 1.843 -5.906 5.480  0.2753
75 H 2.878 -4.893 6.062  0.2903
76 C 6.349 0.075 -0.204  -1.5721
77 C 5.559 0.352 -1.451  0.6854
78 C 6.243 0.047 -2.825  -0.8721
79 O 7.029 1.070 -3.355  -0.3656
80 C 7.637 0.659 -4.546  -0.8076
81 N 4.283 -0.412 -1.270  0.2666
82 H 6.684 -0.962 -0.223  0.3415
83 H 5.813 0.294 0.719  0.2770
84 H 7.245 0.690 -0.124  0.4464
85 H 5.184 1.375 -1.440  0.0578
86 H 5.503 -0.327 -3.533  0.4425
87 H 6.765 -0.907 -2.749  0.4646
88 H 8.653 1.054 -4.548  0.2960
89 H 7.061 0.927 -5.433  0.2723
90 H 7.821 -0.412 -4.625  0.3479
91 H 4.445 -1.375 -1.525  0.1467
92 H 3.637 -0.042 -1.953  -0.3485
93 C -4.021 2.543 -2.052  -1.7829
94 C -3.825 1.575 -0.830  0.5022
95 C -4.155 0.087 -1.109  2.0247
96 O -5.418 0.003 -1.780  -0.6082
97 C -5.711 -1.372 -2.088  -0.6553
98 N -2.416 1.795 -0.319  -0.1903
99 H -5.078 2.568 -2.316  0.3752
100 H -3.329 2.337 -2.868  0.1849
101 H -3.717 3.528 -1.698  0.5214
102 H -4.388 2.078 -0.044  0.0028
103 H -4.180 -0.492 -0.186  -0.4757
104 H -3.336 -0.379 -1.656  -0.7885
105 H -6.575 -1.559 -2.726  0.3176
106 H -5.847 -1.821 -1.105  0.2952
107 H -4.891 -1.939 -2.530  0.0749
108 H -2.163 1.012 0.267  -1.0391
109 H -1.769 1.630 -1.076  0.1354
110 C 1.909 -1.443 -4.381  -1.0417
111 C 2.290 -0.043 -4.729  0.1932
112 C 1.179 0.580 -5.573  -0.4714
113 O 1.571 1.938 -5.854  -0.3582
114 C 0.878 2.544 -6.967  -0.8290
115 N 2.466 0.652 -3.481  -0.1128
116 H 1.071 -1.428 -3.684  -0.0907
117 H 2.778 -1.847 -3.863  0.1593
118 H 1.614 -2.118 -5.185  0.5623
119 H 3.185 -0.009 -5.351  0.4794
120 H 0.241 0.671 -5.025  -0.0924
121 H 1.010 -0.043 -6.451  0.5621
122 H 1.142 2.317 -8.000  0.3162
123 H 1.050 3.610 -7.113  0.3117
124 H -0.200 2.498 -6.813  0.2631
125 H 2.393 1.631 -3.714  0.3526
126 H 1.636 0.576 -2.910  -0.5649
127 C -4.568 0.077 4.716  -1.1981
128 C -5.376 -0.408 3.454  0.5524
129 C -5.978 0.733 2.575  -0.1532
130 O -6.856 1.711 3.244  -0.3568
131 C -8.133 1.160 3.500  -0.8220
132 N -4.569 -1.296 2.693  -0.3850
133 H -3.626 0.534 4.412  0.0141
134 H -4.314 -0.741 5.389  0.3533
135 H -5.149 0.722 5.376  0.3684
136 H -6.139 -1.077 3.853  0.3943
137 H -6.395 0.376 1.634  0.6392
138 H -5.198 1.399 2.206  -0.4790
139 H -8.635 0.919 2.564  0.3115
140 H -8.738 1.970 3.906  0.3055
141 H -8.196 0.332 4.207  0.2728
142 H -5.079 -1.524 1.852  0.2427
143 H -3.655 -0.915 2.493  -0.7675
144 C 2.001 1.193 3.990  -1.5962
145 C 1.350 0.098 3.146  1.2203
146 C 0.345 -0.818 3.880  -1.2732
147 O 0.007 -1.876 3.010  0.1395
148 C -0.962 -2.622 3.716  -1.2318
149 N 0.688 0.696 1.990  0.4650
150 H 2.800 0.732 4.570  0.4488
151 H 1.229 1.650 4.610  0.3860
152 H 2.562 1.941 3.430  0.2540
153 H 2.222 -0.481 2.843  -0.2059
154 H -0.493 -0.201 4.206  0.2713
155 H 0.725 -1.242 4.810  0.5224
156 H -1.232 -3.462 3.075  0.2696
157 H -1.828 -1.976 3.860  0.1202
158 H -0.652 -2.973 4.700  0.4530
159 H 1.348 1.350 1.592  -0.6709
160 H 0.004 1.347 2.349  -0.1419
161 C -3.237 -0.242 -5.165  -1.0472
162 C -4.092 -1.113 -5.751  -0.5873
163 C -3.856 -2.485 -5.678  -0.6054
164 C -2.843 -2.972 -4.817  -0.2642
165 C -2.006 -1.980 -4.103  0.4862
166 C -2.205 -0.670 -4.283  -0.0177
167 N -2.544 -4.394 -4.570  1.0644
168 O -1.408 -4.684 -4.193  -0.5875
169 O -3.365 -5.189 -4.983  -0.6183
170 H -3.346 0.829 -5.244  0.3782
171 H -4.914 -0.740 -6.344  0.4403
172 H -4.456 -3.184 -6.242  0.4832
173 H -1.221 -2.229 -3.403  0.2966
174 H -1.699 0.127 -3.758  0.3372

Summary:
highest occupied orbital energy	-8.50	eV
DFT total energy	-90675.7932	eV
frontier orbital gap	7.82	eV

---

# 2
C34H32CdGeN8S2 as an isolated structure at a distorted geometry, computed with wB97M-V/def2-TZVPD.

Last column: Mulliken charge in e.
Positions of all 78 atoms, in Å:
1 Cd 0.320 -0.208 -0.357  2.0645
2 N -2.746 -0.774 -3.832  -0.5659
3 C -2.340 -0.580 -2.522  0.4012
4 S -2.009 -2.001 -1.645  -0.6396
5 N -2.350 0.658 -2.107  -1.1000
6 N -1.843 0.895 -0.885  0.8241
7 C -2.011 2.078 -0.373  -1.2299
8 C -1.375 2.408 0.859  1.1998
9 C -1.548 3.663 1.478  -0.9301
10 C -0.904 3.923 2.662  -0.3746
11 C -0.100 2.932 3.224  -0.9706
12 C 0.024 1.728 2.552  -0.4204
13 N -0.582 1.467 1.413  0.5333
14 H -2.457 -1.673 -4.192  0.2192
15 H -2.534 0.011 -4.430  0.2705
16 H -2.613 2.837 -0.881  0.1700
17 H -2.185 4.400 1.008  0.4240
18 H -1.020 4.880 3.159  0.3791
19 H 0.405 3.097 4.163  0.4455
20 H 0.636 0.926 2.945  0.2703
21 C 1.057 -3.658 2.976  -1.5326
22 C 1.140 -2.294 2.330  -0.0126
23 N 0.058 -1.700 1.850  0.0879
24 N -1.092 -2.464 1.732  -0.1991
25 C -2.311 -1.998 2.047  0.1960
26 N -3.351 -2.588 1.354  -0.5211
27 S -2.607 -0.970 3.320  -0.5032
28 C 2.385 -1.640 2.164  0.5905
29 C 3.577 -2.030 2.833  -1.2520
30 C 4.778 -1.497 2.459  -0.1961
31 C 4.816 -0.538 1.437  -1.0736
32 C 3.600 -0.123 0.912  -0.1136
33 N 2.433 -0.615 1.254  0.3587
34 H 0.539 -4.356 2.316  0.3468
35 H 0.498 -3.596 3.913  0.2310
36 H 2.045 -4.058 3.181  0.4378
37 H -1.071 -3.142 0.965  0.3260
38 H -3.161 -2.680 0.356  0.1368
39 H -4.237 -2.138 1.539  0.2704
40 H 3.540 -2.736 3.649  0.2853
41 H 5.691 -1.804 2.954  0.3879
42 H 5.751 -0.133 1.081  0.3946
43 H 3.572 0.662 0.162  0.1278
44 C 1.594 -0.003 -2.154  -1.2567
45 Ge 1.626 1.866 -2.591  1.7794
46 C 3.002 1.944 -4.081  -0.4354
47 C 4.243 1.400 -3.762  -0.5175
48 C 5.235 1.241 -4.709  -0.6255
49 C 5.000 1.610 -6.024  -0.3502
50 C 3.774 2.155 -6.367  -0.5946
51 C 2.795 2.326 -5.400  0.0862
52 C 2.323 3.333 -1.347  -0.4763
53 C 2.134 3.180 0.020  0.2826
54 C 2.561 4.131 0.929  -0.8956
55 C 3.237 5.250 0.473  -0.4944
56 C 3.474 5.403 -0.884  -0.6181
57 C 3.008 4.459 -1.783  -0.0267
58 C 0.051 2.822 -3.424  -0.4173
59 C -0.537 3.953 -2.876  -0.1968
60 C -1.694 4.492 -3.412  -0.6044
61 C -2.289 3.903 -4.513  -0.4772
62 C -1.731 2.759 -5.056  -0.6674
63 C -0.581 2.227 -4.509  -0.2183
64 H 4.410 1.074 -2.743  0.2955
65 H 6.196 0.822 -4.434  0.3667
66 H 5.767 1.472 -6.780  0.3175
67 H 3.587 2.439 -7.398  0.3562
68 H 1.842 2.756 -5.686  0.3041
69 H 1.641 2.284 0.377  -0.1581
70 H 2.382 3.994 1.990  0.4227
71 H 3.593 5.994 1.178  0.3363
72 H 4.038 6.260 -1.235  0.3566
73 H 3.178 4.600 -2.843  0.3904
74 H -0.071 4.425 -2.019  0.3113
75 H -2.152 5.371 -2.972  0.3765
76 H -3.190 4.322 -4.943  0.3497
77 H -2.209 2.292 -5.909  0.4009
78 H -0.147 1.323 -4.920  0.5540

Summary:
highest occupied orbital energy (alpha / beta)	-0.11 / -1.09	eV
DFT total energy	-130445.0122	eV
net charge	-2
energy above the lowest of the compared OMol25 structures with the same formula, charge and spin	4.24	kJ/mol
frontier orbital gap (alpha / beta)	4.63 / 5.61	eV

---

# 3
C5H7N as an isolated structure, computed with wB97M-V/def2-TZVPD.

Last column: Mulliken charge in e.
Positions of all 13 atoms, in Å:
1 C -1.933 -0.351 -0.170  -0.9713
2 C -0.715 0.461 -0.523  0.6491
3 C -0.238 1.592 -0.939  -0.7876
4 C 0.679 -0.176 -0.477  -0.1177
5 C 1.877 0.392 0.232  -0.3680
6 N 1.104 -0.674 0.829  -0.5472
7 H -2.855 0.219 -0.310  0.3013
8 H -1.912 -0.685 0.877  0.2881
9 H -2.000 -1.256 -0.786  0.3010
10 H 0.891 -0.819 -1.328  0.4133
11 H 1.846 1.391 0.659  0.2683
12 H 2.858 0.078 -0.119  0.2674
13 H 0.475 -0.287 1.529  0.3032

Summary:
highest occupied orbital energy	-9.89	eV
DFT total energy	-6783.6348	eV
energy above the lowest of the compared OMol25 structures with the same formula, charge and spin	470.64	kJ/mol
frontier orbital gap	10.50	eV

---

| no. | M (u) |
| --- | --- |
| 1 | 1071.61 |
| 2 | 801.84 |
| 3 | 81.12 |